# 1
DFT (ωB97M-V/def2-TZVPD) results for an isolated ion of composition C4H9NOS and charge -1 at a distorted geometry.

Computed properties:
- E_LUMO (spin up / spin down): 3.5 / 3.4 eV
- E_HOMO (spin up / spin down): 0.15 / -3.15 eV
- 2S+1: 2
- Total charge: -1

Last column: Mulliken charge in e.
Element x y z (Å)
C  0.0947  0.4884  -2.0515  -0.813
N  0.6597  0.9439  -0.8129  -0.368
C  0.7714  -0.0151  0.3018  0.190
C  -0.1018  0.4938  1.4995  -0.964
S  -0.2066  -0.7455  2.8497  -0.285
C  -0.0980  -1.3360  0.0935  -0.506
O  -1.2344  -1.3138  -0.4946  -0.700
H  0.4392  0.9465  -2.9905  0.289
H  0.2906  -0.5796  -2.1086  0.337
H  -0.9697  0.5818  -2.1413  0.251
H  0.3791  1.8528  -0.4794  0.240
H  1.7870  -0.3788  0.4480  0.140
H  0.2924  1.4095  1.9705  0.333
H  -1.0656  0.7492  1.0707  0.404
H  -1.5401  -0.8235  2.7731  0.120
H  0.5021  -2.2736  0.0722  0.332

=====

# 2
DFT (ωB97M-V/def2-TZVPD) results for a 2-piece molecular cluster, C4H11N3O2 overall at a distorted geometry.

Computed properties:
- E_LUMO: 0.7 eV
- E_HOMO: -8.73 eV
- Total charge: 0
- SMILES: [H]/N=C(/N)NC.CC(=O)O

Last column: Mulliken charge in e.
Element x y z (Å)
H  0.1745  0.0685  -0.1858  0.004
N  1.1330  -0.1538  -0.3634  -0.657
C  1.7106  -1.1407  0.2107  0.495
N  3.0975  -1.1880  0.0114  -0.526
N  1.0822  -2.1464  0.8748  -0.131
C  -0.2834  -1.9247  1.3071  -0.947
H  3.2815  -0.4651  -0.6659  0.276
H  3.5700  -2.0423  -0.2437  0.221
H  1.5036  -2.9870  1.2012  0.206
H  -1.0881  -2.2159  0.6419  0.295
H  -0.4715  -0.8732  1.5338  0.257
H  -0.5644  -2.4572  2.2206  0.325
C  -0.7740  2.3549  -1.2833  -0.498
C  -1.9084  2.1055  -0.2710  0.625
O  -1.7662  1.6684  0.8373  -0.529
O  -3.1298  2.3948  -0.7635  -0.471
H  -1.1906  1.9903  -2.2373  0.247
H  -0.0347  1.6431  -0.9179  0.160
H  -0.4050  3.3581  -1.4940  0.313
H  -3.9368  2.0109  -0.4131  0.336

=====

# 3
DFT (ωB97M-V/def2-TZVPD) results for C26H16BaBrCl5N3O3 as an isolated structure.

Computed properties:
- E_LUMO: 2.1 eV
- E_HOMO: -1.08 eV
- Total charge: -1

Last column: Mulliken charge in e.
Element x y z (Å)
Ba  2.2731  -1.4960  -1.8729  -1.052
C  1.0566  -4.0715  0.8925  -0.719
O  1.3552  -2.6877  0.7105  0.014
C  0.9062  -1.8365  1.6673  0.241
C  -0.0701  -2.1540  2.5929  -0.197
C  -0.4890  -1.1608  3.4680  -0.339
Br  -1.8577  -1.5807  4.7119  -0.215
C  0.0336  0.1076  3.4428  -0.817
C  1.0357  0.4165  2.5169  0.347
C  1.4735  -0.5656  1.6433  0.802
O  2.4474  -0.3007  0.6909  -0.592
C  1.5479  1.7967  2.4973  0.344
N  1.2010  2.7017  3.3791  -0.736
C  1.8653  3.8482  2.9919  0.417
C  1.8673  5.1201  3.5662  -0.764
C  2.6285  6.1003  2.9626  -0.439
C  3.3818  5.8346  1.8061  -0.421
C  3.3941  4.5831  1.2233  -0.903
C  2.6237  3.6002  1.8381  0.595
N  2.4032  2.2764  1.5467  0.245
H  1.4336  -4.4075  1.8609  0.373
H  1.5728  -4.5951  0.0920  0.212
H  -0.0152  -4.2531  0.8159  0.186
H  -0.5298  -3.1301  2.6200  0.567
H  -0.3097  0.8809  4.1133  0.584
H  3.2984  -0.7663  0.9129  0.072
H  1.2837  5.3188  4.4556  0.420
H  2.6485  7.0972  3.3842  0.367
H  3.9655  6.6310  1.3625  0.375
H  3.9728  4.3758  0.3330  0.436
H  2.7777  1.7323  0.7830  0.027
Cl  -2.1349  -5.3726  -0.5733  -0.167
C  -2.0970  -3.7946  -1.3106  0.052
C  -2.0951  -2.6802  -0.3533  0.450
Cl  -3.0900  -2.8880  1.0577  -0.154
C  -1.4813  -1.5057  -0.5727  -0.314
Cl  -1.8123  -0.1352  0.4481  -0.125
C  -0.6094  -1.6599  -3.1574  1.427
O  0.5159  -1.9163  -3.6589  -1.253
C  -1.9592  -2.3881  -3.4101  1.141
Cl  -2.1433  -2.5980  -5.1677  -0.209
C  -2.0967  -3.6946  -2.6551  -0.130
Cl  -2.0663  -5.1489  -3.5843  -0.210
N  -0.6525  -1.1739  -1.6218  -0.145
C  -1.3320  -0.4113  -2.6996  0.093
C  -1.1265  1.0160  -2.9442  -0.896
C  -2.0088  1.6511  -3.7200  -0.546
C  -3.1729  0.9530  -4.2785  -0.549
C  -3.4920  -0.3026  -3.9597  -1.208
C  -2.6967  -1.0678  -2.9523  0.346
H  -0.2525  1.5043  -2.5319  0.395
H  -1.8725  2.6979  -3.9590  0.421
H  -3.8055  1.4999  -4.9675  0.385
H  -4.3789  -0.7670  -4.3730  0.455
H  -3.3152  -1.2329  -2.0637  0.311

=====

# 4
DFT (ωB97M-V/def2-TZVPD) results for a 2-piece molecular cluster, C3H11N2S overall at a distorted geometry.

Computed properties:
- E_LUMO: -3.8 eV
- E_HOMO: -12.39 eV
- Total charge: +1

Last column: Mulliken charge in e.
Element x y z (Å)
C  0.7448  -2.6688  1.8676  -1.022
C  1.5266  -1.3861  1.9523  -0.317
S  1.6099  -0.3804  0.4615  -0.289
H  1.2867  -3.5375  2.2462  0.298
H  -0.1354  -2.6785  2.5154  0.269
H  0.3979  -2.9364  0.8713  0.331
H  2.5355  -1.4582  2.3607  0.389
H  1.1143  -0.7309  2.7282  0.316
H  1.2565  0.8154  0.9526  0.093
N  -0.8988  1.1501  -1.1345  -0.184
C  -1.7130  2.0359  -1.6490  0.261
N  -2.8528  1.7415  -2.2257  -0.306
H  -1.0933  0.1608  -1.2355  0.234
H  -0.1400  1.3875  -0.5145  0.106
H  -1.3684  3.0605  -1.6844  0.323
H  -3.3792  2.5277  -2.5675  0.259
H  -3.2195  0.8120  -2.2978  0.238

=====

# 5
DFT (ωB97M-V/def2-TZVPD) results for a 6-piece molecular cluster, C22H54N4O6 overall at a distorted geometry.

Computed properties:
- E_LUMO: 0.4 eV
- E_HOMO: -8.07 eV
- Total charge: 0
- SMILES: CC1(C)CCCC(C)(C)N1O.CC1(C)CCCC(C)(C)N1O.NC(N)=O.CO.CO.CO

Last column: Mulliken charge in e.
Element x y z (Å)
C  -0.0297  -2.7935  -2.3589  -1.752
C  0.4041  -1.6978  -3.3125  1.992
C  1.8591  -1.3055  -3.1289  -1.380
C  0.1185  -2.2135  -4.7502  -1.254
C  0.2467  -1.1270  -5.8326  -0.610
C  -0.8022  -0.0698  -5.5303  -1.247
C  -0.5348  0.5930  -4.0669  1.400
C  0.7082  1.5519  -4.0987  -1.688
C  -1.7995  1.4926  -3.7544  -1.719
N  -0.5249  -0.4921  -3.1041  -0.226
O  -0.2449  0.0284  -1.7822  0.628
H  -1.1503  -2.7814  -2.1524  0.239
H  0.2299  -3.8514  -2.7392  0.334
H  0.4772  -2.7774  -1.4069  0.278
H  2.0967  -0.9163  -2.1389  -0.067
H  2.4608  -2.2422  -3.0698  0.498
H  2.2472  -0.6148  -3.8615  0.309
H  0.7992  -3.0695  -4.9994  0.401
H  -0.9324  -2.5534  -4.6470  0.375
H  1.2759  -0.7725  -5.7279  0.259
H  0.2002  -1.5735  -6.7975  0.444
H  -1.7932  -0.4460  -5.4854  0.472
H  -0.6511  0.7843  -6.2015  0.401
H  0.9650  1.7556  -3.0995  0.153
H  0.4091  2.4974  -4.5360  0.534
H  1.4833  1.1390  -4.7056  0.416
H  -1.8489  2.2397  -4.5639  0.478
H  -1.7479  2.0575  -2.8655  0.235
H  -2.7664  0.9285  -3.6464  0.293
H  -1.0309  -0.1274  -1.2339  0.259
C  3.1153  0.3170  0.7907  -0.936
C  3.6661  -0.2589  2.0861  1.671
C  4.7456  -1.2810  1.6757  -1.906
C  4.3018  0.7946  2.9659  -1.384
C  3.2077  1.6599  3.5858  -0.470
C  2.2616  0.8225  4.4263  -1.463
C  1.5858  -0.2734  3.6026  2.125
C  0.8758  -1.2841  4.5141  -2.012
C  0.5809  0.4264  2.6178  -1.631
N  2.6135  -1.0208  2.9033  0.045
O  2.0407  -2.0281  2.1160  -0.412
H  3.7867  0.9130  0.2144  0.591
H  2.7435  -0.4839  0.1151  0.320
H  2.2168  0.9129  1.0504  -0.605
H  5.3305  -1.6806  2.5250  0.388
H  4.3377  -2.0082  0.9842  0.396
H  5.4155  -0.7108  0.9611  0.364
H  4.9317  0.2724  3.6857  0.419
H  4.9551  1.3600  2.3337  0.402
H  3.6339  2.3425  4.2998  0.443
H  2.6559  2.1363  2.7929  0.238
H  1.3730  1.3978  4.7600  0.384
H  2.6960  0.4230  5.3677  0.422
H  0.1332  -1.7818  3.9313  0.366
H  0.3979  -0.7688  5.3153  0.484
H  1.6751  -2.0125  4.8397  0.394
H  -0.4412  0.4755  3.0896  0.471
H  0.4382  -0.1353  1.7206  0.331
H  0.7517  1.4588  2.2874  0.012
H  2.0360  -2.7996  2.6507  0.333
N  -4.6609  1.2010  4.1687  -0.460
C  -3.6510  1.3775  3.2207  0.520
N  -2.8893  2.4357  3.1949  -0.363
O  -3.4542  0.5047  2.4095  -0.700
H  -4.8824  1.8028  4.9563  0.172
H  -5.2241  0.3729  4.0328  0.235
H  -1.9679  2.3910  2.7463  0.326
H  -2.8710  3.0252  4.0389  0.214
C  -5.5493  -0.5209  -0.6981  -0.278
O  -5.4532  -0.7168  0.6628  -0.469
H  -4.5788  -0.4543  -1.0961  -0.032
H  -5.9517  -1.4688  -1.0603  0.254
H  -6.2428  0.2936  -0.9968  0.230
H  -4.7946  -0.1218  1.0025  0.292
C  -0.1766  2.7640  -0.1554  0.205
O  -1.1171  2.6667  0.9460  -0.594
H  0.0524  3.7757  -0.5699  0.423
H  0.7086  2.3751  0.3084  -0.193
H  -0.4715  2.1059  -0.9364  -0.257
H  -2.0094  2.9104  0.7755  0.325
C  -2.2206  -1.6844  0.7107  -0.536
O  -1.8976  -0.2969  0.3206  -0.341
H  -3.1189  -1.5408  1.2770  0.454
H  -2.2519  -2.1836  -0.2206  0.142
H  -1.4493  -2.1642  1.3153  -0.011
H  -2.0625  0.3228  1.0356  0.204

=====

# 6
DFT (ωB97M-V/def2-TZVPD) results for one molecule with the formula C22H24N4O5 at a distorted geometry.

Computed properties:
- E_LUMO: -0.7 eV
- E_HOMO: -8.52 eV
- Total charge: 0
- SMILES: Cc1ccc(NC(=O)C(=O)NCC2CCN(C(=O)c3cccc([N+](=O)[O-])c3)CC2)cc1

Last column: Mulliken charge in e.
Element x y z (Å)
C  3.9995  4.5810  -7.2913  -1.406
C  3.0340  3.8381  -6.4197  0.741
C  3.0516  3.9967  -5.0393  -0.774
C  2.1522  3.3334  -4.2267  -0.491
C  1.2049  2.4875  -4.7943  0.808
N  0.2705  1.7904  -4.0259  -0.059
C  0.0830  1.7711  -2.6972  0.655
O  0.7064  2.3611  -1.8312  -0.723
C  -1.0867  0.8456  -2.3364  0.417
O  -1.6835  0.2066  -3.1872  -0.739
N  -1.3406  0.8546  -1.0257  -0.008
C  -2.3388  0.0323  -0.3928  -1.606
C  -1.7357  -1.2277  0.2452  0.922
C  -2.8447  -2.1472  0.7606  -0.793
C  -2.2436  -3.3863  1.4218  -1.088
N  -1.3535  -2.9862  2.4917  0.196
C  -1.6107  -3.3693  3.7582  0.476
O  -2.5130  -4.1310  4.0527  -0.660
C  -0.7273  -2.7998  4.8332  0.140
C  0.0333  -3.6541  5.6263  -0.550
C  0.7766  -3.1598  6.6868  -0.623
C  0.7588  -1.8084  6.9792  -0.466
C  -0.0158  -0.9621  6.1955  0.014
N  -0.0462  0.4513  6.4859  1.025
O  0.5284  0.8346  7.4807  -0.621
O  -0.6400  1.1689  5.7089  -0.606
C  -0.7620  -1.4451  5.1293  0.011
C  -0.2599  -2.1546  2.0507  -1.141
C  -0.7913  -0.8764  1.3978  -0.511
C  1.1767  2.3203  -6.1765  -0.582
C  2.0823  2.9899  -6.9746  -0.718
H  4.9330  4.7668  -6.7655  0.364
H  4.2101  4.0236  -8.2011  0.364
H  3.5769  5.5449  -7.5772  0.280
H  3.7837  4.6513  -4.5893  0.338
H  2.1775  3.4645  -3.1577  0.464
H  -0.3864  1.1956  -4.5296  0.173
H  -0.7280  1.4353  -0.4656  0.338
H  -2.8626  0.6228  0.3636  0.386
H  -3.0458  -0.2610  -1.1735  0.428
H  -1.1683  -1.7571  -0.5284  0.150
H  -3.4919  -2.4544  -0.0611  0.399
H  -3.4530  -1.6110  1.4918  0.304
H  -3.0213  -4.0161  1.8566  0.471
H  -1.6804  -3.9694  0.6845  0.366
H  0.0327  -4.7108  5.4063  0.486
H  1.3669  -3.8319  7.2899  0.398
H  1.3258  -1.3970  7.7999  0.502
H  -1.3678  -0.7586  4.5576  0.483
H  0.3937  -1.9172  2.8905  0.478
H  0.3233  -2.7187  1.3111  0.334
H  0.0529  -0.2879  1.0369  0.379
H  -1.3292  -0.2836  2.1405  0.149
H  0.4424  1.6628  -6.6200  0.371
H  2.0508  2.8516  -8.0457  0.358

=====

Q: Which ΔE to the lowest compared entry with this formula, charge and spin values were calculated for the entries above? A: 44.9; 29.9; 111.8; 16.5; 38.5; 38.4, in kcal/mol.